{
  "formula": "C26H56BIN4O6P",
  "method": "ωB97M-V/def2-TZVPD",
  "elements": ["C", "C", "C", "C", "C", "N", "C", "N", "P", "N", "B", "O", "O", "C", "N", "C", "C", "C", "C", "I", "C", "O", "C", "C", "O", "C", "C", "C", "C", "C", "C", "C", "C", "C", "O", "C", "H", "H", "H", "H", "H", "H", "H", "H", "H", "H", "H", "H", "H", "H", "H", "H", "H", "H", "H", "H", "H", "H", "H", "H", "H", "H", "H", "H", "H", "H", "H", "H", "H", "H", "H", "H", "H", "H", "H", "H", "H", "H", "H", "H", "H", "H", "H", "H", "H", "H", "C", "C", "O", "H", "H", "H", "H", "H", "H"],
  "positions_angstrom": [[2.2398, 5.5974, 2.7762], [2.5615, 5.7971, 1.2971], [2.1702, 4.6263, 0.4157], [3.0814, 3.3818, 0.6201], [2.5304, 2.4325, 1.7076], [2.0677, 1.1254, 1.2007], [2.8602, 0.4041, 0.3792], [4.1322, 0.0770, 0.5482], [5.0406, 0.5001, 1.9806], [4.3403, 0.1381, 3.3075], [4.8754, -0.7163, -0.5026], [5.6969, -0.0147, -1.3461], [4.6940, -2.0464, -0.5412], [4.7049, -2.6865, -1.8343], [2.1750, 0.0002, -0.7302], [0.7377, -0.0653, -0.3140], [0.4482, -1.2454, 0.6016], [0.6912, -2.6476, -0.0062], [-0.5623, -3.5095, 0.0635], [-1.0080, -4.0563, 2.0801], [-0.1965, 0.1450, -1.5209], [-1.0839, -0.9459, -1.7918], [-1.0468, -1.4081, -3.1038], [-0.7270, -2.8510, -3.3566], [-1.3218, -0.6448, -4.0227], [0.7588, 1.2366, 0.5396], [-0.4532, 1.4920, 1.4304], [-0.3651, 0.9636, 2.8753], [-1.5693, 0.1356, 3.3365], [-2.9151, 0.7354, 2.9872], [-4.0821, -0.0068, 3.6820], [-5.2232, -0.3965, 2.7387], [-6.4189, 0.5411, 2.8223], [-7.2913, 0.4939, 1.5938], [-6.7006, 1.2971, 0.5839], [-7.5659, 1.4991, -0.4988], [1.2881, 5.0907, 2.9187], [2.2096, 6.5411, 3.3083], [2.9975, 4.9959, 3.2791], [3.6111, 6.0558, 1.1814], [2.0087, 6.6768, 0.9719], [1.1328, 4.3558, 0.5962], [2.2956, 4.9329, -0.6197], [3.1593, 2.8957, -0.3483], [4.0365, 3.7722, 0.9566], [1.7039, 2.9172, 2.2086], [3.2749, 2.3073, 2.4859], [6.2576, -0.1677, 1.7559], [5.2810, 1.8713, 1.8625], [4.8382, -0.5487, 3.8562], [6.6144, -0.2840, -1.2565], [4.5426, -1.9855, -2.6450], [3.9477, -3.4591, -1.8109], [5.6562, -3.1770, -2.0135], [2.4080, -0.9352, -1.0663], [1.0545, -1.1628, 1.4989], [-0.5781, -1.1750, 0.9456], [0.9436, -2.5234, -1.0536], [1.4562, -3.1817, 0.5470], [-1.4094, -3.0227, -0.3977], [-0.3896, -4.4434, -0.4612], [0.3688, 0.3504, -2.4239], [-0.8317, 0.9883, -1.2723], [-1.5589, -3.4977, -3.0934], [0.1520, -3.2054, -2.8299], [-0.5443, -2.9661, -4.4191], [0.7468, 2.0260, -0.2194], [-1.3287, 1.1327, 0.9005], [-0.5719, 2.5719, 1.4881], [0.5313, 0.3577, 2.9855], [-0.2533, 1.7936, 3.5677], [-1.4772, 0.0343, 4.4157], [-1.5242, -0.8760, 2.9332], [-3.1140, 0.7325, 1.9191], [-2.9572, 1.7756, 3.3134], [-3.6713, -0.9097, 4.1320], [-4.4537, 0.5856, 4.5134], [-4.8745, -0.4636, 1.7103], [-5.5498, -1.3999, 3.0088], [-7.0314, 0.3244, 3.6942], [-6.0699, 1.5682, 2.9273], [-7.4009, -0.5272, 1.2124], [-8.2968, 0.8688, 1.7995], [-7.9928, 0.5627, -0.8632], [-6.9918, 1.9257, -1.3153], [-8.3732, 2.1954, -0.2635], [1.5423, -4.4507, -7.7137], [0.5919, -5.0757, -6.7099], [-0.3576, -4.1272, -6.2172], [2.0748, -3.6122, -7.2632], [2.2714, -5.1794, -8.0689], [0.9944, -4.0645, -8.5754], [1.1380, -5.4451, -5.8429], [0.0590, -5.9180, -7.1602], [-0.8616, -3.7998, -6.9677]],
  "energy_ha": -2358.47722,
  "charge": 1,
  "fmax_ha_per_bohr": 0.053
}


{
  "formula": "C6H19BrCuN5O3",
  "method": "ωB97M-V/def2-TZVPD",
  "elements": ["Cu", "Br", "C", "O", "N", "N", "H", "H", "H", "H", "C", "O", "N", "N", "H", "H", "H", "H", "C", "C", "C", "O", "C", "N", "H", "H", "H", "H", "H", "H", "H", "H", "H", "H", "H"],
  "positions_angstrom": [[-1.5855, -2.3963, 3.0087], [-1.0888, -1.2600, 1.5433], [0.8094, 1.3720, 2.1170], [1.2625, 2.5081, 2.4649], [0.3438, 1.2444, 0.9249], [0.6435, 0.2475, 2.8457], [-0.2729, 0.4802, 0.6886], [0.6477, 1.9374, 0.2559], [0.7379, 0.4418, 3.8323], [0.0900, -0.5383, 2.5356], [-1.7191, -0.0387, -1.0838], [-1.6021, -1.1870, -1.5126], [-1.5588, 1.0394, -1.7656], [-2.1176, 0.2038, 0.1207], [-1.1984, 1.0240, -2.7090], [-1.7502, 1.9126, -1.2955], [-2.1394, -0.6285, 0.6925], [-2.3491, 1.1594, 0.3516], [1.7336, -1.5895, 0.4515], [0.5247, -1.1398, -0.3924], [0.8830, -0.5182, -1.6966], [1.5234, 0.7252, -1.7007], [0.7666, 1.8983, -1.4199], [-0.2481, -2.3016, -0.6182], [2.3171, -2.3893, -0.0044], [1.4122, -1.7682, 1.4776], [2.3355, -0.6807, 0.4500], [-0.0371, -0.3934, 0.1691], [-0.0299, -0.3226, -2.2591], [1.5007, -1.1295, -2.3545], [1.6322, 2.5603, -1.4450], [0.2287, 1.9940, -0.4767], [0.1879, 2.0544, -2.3304], [-0.7786, -2.4734, 0.2239], [-1.1044, -2.0476, -1.0897]],
  "charge": 1,
  "fmax_ha_per_bohr": 0.151,
  "spin_multiplicity": 2,
  "s2": 0.754,
  "de_lowest_ev": 17.6625
}


{
  "formula": "C25H27AsAuN2OS2",
  "method": "ωB97M-V/def2-TZVPD",
  "elements": ["Au", "C", "C", "N", "N", "C", "S", "S", "C", "C", "C", "C", "C", "C", "C", "C", "C", "C", "C", "C", "C", "O", "H", "H", "H", "H", "H", "H", "H", "H", "H", "H", "H", "H", "H", "H", "C", "As", "C", "C", "C", "C", "C", "C", "C", "C", "H", "H", "H", "H", "H", "H", "H", "H", "H", "H", "H", "H", "H"],
  "positions_angstrom": [[0.6473, -0.2736, 0.0734], [-2.4632, -3.3522, 0.2541], [-1.5965, -2.1774, 0.6103], [-0.6453, -1.8238, -0.2168], [-0.5694, -2.5116, -1.4219], [0.2910, -2.0903, -2.2601], [1.4012, -0.7479, -1.9963], [0.4705, -2.9839, -3.7634], [0.4078, -1.6329, -4.9938], [-0.9081, -0.9104, -5.0080], [-1.0111, 0.3764, -4.4921], [-2.2359, 1.0311, -4.4696], [-3.3679, 0.4023, -4.9629], [-3.2704, -0.8807, -5.4876], [-2.0491, -1.5324, -5.5079], [-1.8699, -1.4805, 1.8603], [-3.0687, -1.8210, 2.5389], [-3.3942, -1.3087, 3.7641], [-2.5032, -0.4340, 4.3947], [-1.3458, -0.0560, 3.7672], [-1.0218, -0.5315, 2.4832], [0.1063, -0.0452, 1.9864], [-2.0633, -3.9012, -0.5864], [-3.4593, -2.9945, -0.0131], [-2.5603, -4.0059, 1.1180], [0.5799, -2.1735, -5.9256], [1.2436, -0.9525, -4.8445], [-0.1233, 0.8748, -4.1212], [-2.3033, 2.0370, -4.0753], [-4.3225, 0.9111, -4.9486], [-4.1486, -1.3712, -5.8862], [-1.9791, -2.5352, -5.9132], [-3.7650, -2.4963, 2.0674], [-4.3260, -1.5808, 4.2385], [-2.7290, -0.0464, 5.3797], [-0.6505, 0.6295, 4.2319], [1.5926, 2.9267, 1.5139], [2.2164, 1.5132, 0.3765], [2.8762, 2.3542, -1.2194], [3.7361, 0.7175, 1.3109], [4.9614, 1.5794, 1.2284], [5.2278, 2.5228, 2.2167], [6.3549, 3.3282, 2.1351], [7.2265, 3.1965, 1.0644], [6.9692, 2.2559, 0.0760], [5.8428, 1.4522, 0.1575], [2.4655, 3.5082, 1.8099], [1.1050, 2.4955, 2.3851], [0.8926, 3.5579, 0.9712], [3.7448, 2.9523, -0.9481], [2.0949, 2.9882, -1.6340], [3.1594, 1.6004, -1.9504], [3.8904, -0.2696, 0.8759], [3.3974, 0.5819, 2.3389], [4.5603, 2.6170, 3.0662], [6.5577, 4.0499, 2.9151], [8.1105, 3.8167, 1.0052], [7.6520, 2.1424, -0.7554], [5.6553, 0.7087, -0.6097]],
  "charge": 1,
  "fmax_ha_per_bohr": 0.007,
  "de_lowest_ev": 0.0000
}


{
  "formula": "C27H43Cl36FN2O5P",
  "method": "ωB97M-V/def2-TZVPD",
  "elements": ["C", "C", "O", "P", "O", "C", "C", "C", "C", "C", "C", "C", "N", "N", "C", "C", "C", "F", "C", "O", "O", "O", "C", "C", "H", "H", "H", "H", "H", "H", "H", "H", "H", "H", "H", "H", "H", "H", "H", "H", "H", "H", "H", "H", "H", "H", "H", "H", "H", "H", "H", "H", "H", "H", "H", "C", "Cl", "Cl", "Cl", "H", "C", "Cl", "Cl", "Cl", "H", "C", "Cl", "Cl", "Cl", "H", "C", "Cl", "Cl", "Cl", "H", "C", "Cl", "Cl", "Cl", "H", "C", "Cl", "Cl", "Cl", "H", "C", "Cl", "Cl", "Cl", "H", "C", "Cl", "Cl", "Cl", "H", "C", "Cl", "Cl", "Cl", "H", "C", "Cl", "Cl", "Cl", "H", "C", "Cl", "Cl", "Cl", "H", "C", "Cl", "Cl", "Cl", "H"],
  "positions_angstrom": [[3.0064, 7.2894, -0.0764], [2.9895, 6.5496, -1.5761], [3.4582, 5.1564, -1.5429], [2.2311, 4.0875, -0.8498], [0.9004, 4.9120, -0.5950], [1.7939, 2.8534, -2.2946], [0.3080, 2.2006, -2.1720], [0.1523, 0.8823, -1.2195], [-1.3866, 0.3097, -1.5755], [-2.5451, 0.9438, -0.6042], [-3.9953, 0.6881, -1.3971], [-5.2628, 1.3945, -0.5774], [-5.4153, 2.8796, -0.9514], [1.0526, -0.2774, -1.5289], [2.4330, -0.2040, -0.9655], [2.8595, -1.7163, -0.3924], [2.4665, -1.9552, 1.1794], [2.9621, -0.9080, 2.1018], [0.0299, 1.2411, 0.4103], [-0.1428, 2.4786, 0.8930], [0.0487, 0.1509, 1.4423], [2.7927, 3.1586, 0.5088], [3.6422, 3.9368, 1.4203], [2.9239, 4.1951, 2.8818], [4.0981, 7.2626, 0.3984], [2.6397, 8.4156, -0.1916], [2.2711, 6.7800, 0.6791], [3.8029, 7.1548, -2.2068], [1.9720, 6.7139, -2.1487], [2.6696, 2.0912, -2.5115], [1.7676, 3.5588, -3.2587], [-0.0281, 1.8793, -3.2710], [-0.4497, 3.0394, -1.8402], [-1.6829, 0.5805, -2.6885], [-1.4105, -0.8827, -1.5260], [-2.6679, 0.3782, 0.4344], [-2.4686, 2.1207, -0.4693], [-4.2039, -0.4827, -1.4964], [-3.9826, 1.1488, -2.4944], [-6.2676, 0.8366, -0.8066], [-4.9886, 1.3564, 0.5623], [-6.2804, 3.2446, -0.4568], [-4.6229, 3.3866, -0.4916], [1.0120, -0.5138, -2.5445], [2.6621, 0.6560, -0.2131], [3.1735, -0.0308, -1.8871], [4.0525, -1.7242, -0.4406], [2.4921, -2.5527, -1.1274], [1.2931, -2.1397, 1.2459], [2.9514, -2.9904, 1.5240], [4.0646, 4.9362, 0.9840], [4.5942, 3.2541, 1.6487], [3.7753, 4.6508, 3.5836], [1.9949, 4.9030, 2.7712], [2.5992, 3.1271, 3.2865], [0.7001, -3.6459, -3.7617], [-0.5338, -4.8200, -4.2503], [2.3176, -4.3606, -3.8730], [0.5963, -2.1838, -4.7572], [0.5176, -3.3674, -2.7208], [-3.8250, 3.7107, -4.7084], [-3.6470, 4.2883, -6.3741], [-4.9380, 2.3335, -4.6431], [-2.2483, 3.2690, -4.0314], [-4.2438, 4.5207, -4.1060], [0.4332, -7.6847, -1.3820], [1.4940, -7.8521, -2.7914], [0.8724, -6.2499, -0.4396], [-1.2632, -7.6022, -1.8866], [0.5614, -8.5656, -0.7480], [0.3987, -1.1136, 4.9992], [0.0012, 0.6109, 5.0866], [2.1139, -1.3757, 5.3585], [-0.6191, -2.0437, 6.1121], [0.2030, -1.4610, 3.9817], [1.2987, 2.9264, 8.0992], [0.9012, 4.6509, 8.1866], [3.0139, 2.6643, 8.4585], [0.2809, 1.9963, 9.2121], [1.1030, 2.5790, 7.0817], [-3.7882, -0.9965, 3.2983], [-5.1628, -0.3701, 2.3721], [-2.2598, -0.5609, 2.5149], [-3.8301, -0.3879, 4.9619], [-3.8613, -2.0865, 3.3285], [-4.1907, -9.7397, -4.3305], [-3.4050, -8.1600, -4.4946], [-4.2011, -10.5936, -5.8831], [-3.3796, -10.7121, -3.0912], [-5.2258, -9.5788, -4.0191], [5.0030, -1.6426, -5.8866], [4.0997, -1.6319, -7.4109], [3.9375, -1.2410, -4.5291], [5.7708, -3.2187, -5.6296], [5.7869, -0.8833, -5.9455], [-6.1122, 3.0917, 5.2453], [-5.7117, 2.0250, 3.8882], [-7.8010, 3.6185, 5.1450], [-5.8053, 2.2770, 6.7885], [-5.4719, 3.9756, 5.1891], [2.5126, -10.1669, 1.3981], [3.5734, -10.3342, -0.0112], [2.9518, -8.7321, 2.3405], [0.8162, -10.0843, 0.8935], [2.6408, -11.0478, 2.0322], [0.3417, -5.8030, 6.6968], [-0.8476, -7.0701, 6.3511], [1.3142, -6.2325, 8.1143], [1.3821, -5.5258, 5.2895], [-0.1956, -4.8768, 6.9156], [0.6986, 7.1201, -4.9969], [2.1933, 6.8932, -5.9212], [-0.7165, 6.9343, -6.0470], [0.6240, 5.9777, -3.6446], [0.6954, 8.1348, -4.5911]],
  "energy_ha": -18548.17570,
  "charge": -1,
  "fmax_ha_per_bohr": 0.135
}